Entry from the OMol25 dataset: 2 unconnected molecules or ions with the total composition C8H16Si in a non-equilibrium geometry (ωB97M-V/def2-TZVPD).

The geometry in ORCA input format:
```
! RIJCOSX wB97M-V def2-TZVPD def2/J DEFGRID3
* xyz 0 1
C -3.07976 0.16374 0.03534
C -2.19669 -0.63051 -0.25748
C -4.21599 1.12011 0.13417
C 0.20905 1.27721 0.89951
C 2.64842 0.78832 0.25223
C 0.61403 0.41347 -1.32765
C 1.44492 -3.00861 -0.49353
C 1.17396 0.30638 0.08579
Si 0.84822 -1.51490 0.64325
H -3.75610 1.93531 0.68703
H -4.56741 1.52009 -0.78755
H -5.05890 0.73876 0.72212
H 0.30597 2.23042 0.43937
H -0.74700 0.89788 0.80184
H 0.57578 1.35281 1.98107
H 2.70716 1.32950 1.25797
H 2.88668 1.46730 -0.56990
H 3.19471 -0.17782 0.16771
H 1.31716 1.17816 -1.64513
H 0.76542 -0.49423 -1.84301
H -0.44625 0.63024 -1.35427
H 2.03361 -3.70954 0.24519
H 0.56176 -3.50650 -0.77131
H 2.04894 -2.51137 -1.29303
H 0.73232 -1.79624 1.99027
*
```

Results
HOMO: -7.92 eV
Energy relative to the best compared isomer or geometry (same formula, charge and spin): 164.18 kcal/mol
Molecular weight: 140.30 g mol⁻¹
Lowest unoccupied orbital energy: -1.13 eV

Entry from the OMol25 dataset: a molecular structure, C8H17BaF6N2O12S2 in a non-equilibrium geometry (ωB97M-V/def2-TZVPD).

The geometry in ORCA input format:
```
! RIJCOSX wB97M-V def2-TZVPD def2/J DEFGRID3
* xyz -1 1
Ba 0.33413 27.11040 -12.99133
N 1.09491 26.55001 -16.63320
O 0.91507 27.27670 -15.59994
O 0.49849 25.45833 -16.70220
O 1.85521 26.90760 -17.55400
C -3.91328 24.30864 -13.19937
F -4.64527 25.29993 -12.70354
F -3.25970 23.64913 -12.22773
F -4.73071 23.40298 -13.73386
S -2.74294 24.95498 -14.53275
O -3.56606 25.84290 -15.33736
O -1.74021 25.69144 -13.71955
O -2.20671 23.83164 -15.27118
C 2.12788 22.27252 -12.01441
F 3.05632 22.74863 -11.17864
F 2.63360 21.16262 -12.55748
F 1.04368 21.93161 -11.29220
S 1.84242 23.66392 -13.31439
O 1.55885 24.88086 -12.54679
O 3.01547 23.74825 -14.14209
O 0.67234 23.25382 -14.07649
C 0.91657 32.04322 -12.47625
C 0.37031 30.65363 -12.74373
C -0.53547 30.43582 -13.98324
O -1.25719 29.24407 -13.92157
C -2.33384 29.10659 -14.83846
N 1.38397 29.56930 -12.67479
H 1.20238 32.22796 -11.43878
H 0.04698 32.70561 -12.53316
H 1.76606 32.23245 -13.13217
H -0.23585 30.38546 -11.86892
H -0.09046 30.58329 -14.97437
H -1.21090 31.29839 -13.85426
H -2.93643 30.02710 -14.85981
H -3.05429 28.34081 -14.56562
H -1.87655 29.00211 -15.82402
H 1.82217 29.56766 -11.75417
H 2.12412 29.91738 -13.28810
C -1.81812 27.28981 -10.11073
C -1.77677 25.78100 -10.32831
O -0.59306 25.41811 -11.07166
O -1.84090 28.04281 -11.31051
H -0.97403 27.64051 -9.50882
H -2.68736 27.63236 -9.53827
H -2.68974 25.46561 -10.83658
H -1.73908 25.26954 -9.36352
H -0.50424 24.45814 -11.07312
H -2.75865 28.10146 -11.59132
*
```

Results
HOMO: -5.18 eV
Molecular weight: 648.68 g mol⁻¹
Lowest unoccupied orbital energy: 1.23 eV

Entry from the OMol25 dataset: a molecular structure, C8H17CeOP2 in a non-equilibrium geometry (ωB97M-V/def2-TZVPD).

The geometry in ORCA input format:
```
! RIJCOSX wB97M-V def2-TZVPD def2/J DEFGRID3
* xyz 0 2
C -2.62236 1.15184 1.27980
C -3.76079 1.37788 0.54611
C -4.24003 0.57218 -0.52494
C -3.66552 -0.69356 -0.83508
C -2.54083 -1.17878 -0.19949
Ce -1.63093 0.74355 -0.70329
P 0.10579 1.03852 1.94328
H -2.42665 1.85611 2.11047
H -4.29684 2.32451 0.72684
H -5.14904 0.89141 -1.04318
H -2.10240 -2.12537 -0.53483
H -4.12987 -1.24125 -1.66853
H 0.52939 -0.00915 2.78366
H -0.67441 1.63613 2.97409
H 1.20196 1.93244 2.16014
C 2.80018 -1.21439 -2.15486
P 1.96507 -0.49540 -0.73637
C 2.19645 -1.62932 0.63651
C 2.92345 1.00381 -0.34342
O 0.50098 -0.15167 -1.01824
H 2.47921 -0.69535 -3.05907
H 2.52071 -2.26782 -2.24619
H 3.89199 -1.15024 -2.08157
H 3.26740 -1.80937 0.79500
H 1.79117 -1.22402 1.56360
H 1.69593 -2.57745 0.42999
H 2.49024 1.86104 -0.87955
H 2.90591 1.22191 0.73195
H 3.97387 0.85180 -0.65282
*
```

Results
HOMO (spin up / spin down): -5.71 / -5.70 eV
Energy relative to the best compared isomer or geometry (same formula, charge and spin): 1.85 kcal/mol
<S²>: 0.752
Molecular weight: 331.29 g mol⁻¹
Lowest unoccupied orbital energy (spin up / spin down): -0.08 / -0.08 eV

Entry from the OMol25 dataset: a molecular structure, C8H17Cl2NO4PPm in a non-equilibrium geometry (ωB97M-V/def2-TZVPD).

The geometry in ORCA input format:
```
! RIJCOSX wB97M-V def2-TZVPD def2/J DEFGRID3
* xyz 2 5
C -0.43082 3.69793 -0.46743
C 0.08579 2.32770 -0.41791
H -0.18022 4.05971 -1.49102
H 0.05748 4.30618 0.31535
H -1.52392 3.69739 -0.30071
O 0.57532 1.67156 -1.31482
Cl -0.06517 1.63726 1.22104
Pm 0.28957 -1.60065 1.20658
P -2.18437 -0.66023 -0.50979
C -2.58398 -1.39049 -2.13072
C -3.50906 -1.40122 0.52001
H -2.93983 1.58776 0.10721
H -4.01280 0.82347 -1.07488
H -2.46807 1.51202 -1.60956
C -2.96310 0.97335 -0.79610
H -3.46766 -0.93335 1.51300
H -4.47561 -1.18291 0.05280
H -3.65260 -1.27607 -2.34373
H -2.34083 -2.45570 -2.13826
H -3.35667 -2.48393 0.59950
H -2.01626 -0.88595 -2.91881
C 0.47318 -1.48783 -1.25656
O 0.74335 -1.49606 -2.37980
Cl -0.96963 -3.66124 1.98735
N 4.76499 0.19093 0.86836
C 4.42019 -0.90311 1.81804
C 2.94754 -1.14621 1.62666
O 2.25339 -1.93836 2.35319
O 2.38946 -0.49736 0.67302
H 5.09421 -0.20061 -0.02370
H 5.51835 0.77540 1.22597
H 3.91727 0.75236 0.66976
H 4.98793 -1.80096 1.56594
H 4.62261 -0.61080 2.85002
*
```

Results
HOMO (spin up / spin down): -15.73 / -15.73 eV
<S²>: 6.007
Molecular weight: 438.11 g mol⁻¹
Lowest unoccupied orbital energy (spin up / spin down): -7.39 / -7.25 eV

Entry from the OMol25 dataset: a molecular structure, C8H17DyOP2 in a non-equilibrium geometry (ωB97M-V/def2-TZVPD).

The geometry in ORCA input format:
```
! RIJCOSX wB97M-V def2-TZVPD def2/J DEFGRID3
* xyz 0 6
C 0.63565 -0.41168 -3.07611
C -0.46292 -0.06135 -3.89638
C -0.76900 1.31548 -3.71641
C 0.05660 1.81268 -2.64148
C 0.99963 0.77600 -2.28789
Dy -1.12321 0.10588 -1.56142
P -0.07043 -2.52048 -0.86321
H 1.13056 -1.38624 -3.05910
H -0.99327 -0.74260 -4.56719
H -1.40754 1.93337 -4.35921
H 1.80332 0.84452 -1.58369
H 0.03107 2.78649 -2.17422
H 1.20929 -2.77652 -0.27351
H -0.07560 -3.64354 -1.74570
H -0.76733 -3.14345 0.23176
C 1.65600 0.51254 2.42178
P -0.08470 0.35929 2.00632
C -0.74662 -1.16213 2.72800
C -0.88481 1.74763 2.78567
O -0.35879 0.36408 0.48752
H 1.71691 0.38532 3.51241
H 2.05224 1.50878 2.18481
H 2.29953 -0.25520 1.96304
H -0.74042 -1.11392 3.82883
H -1.79065 -1.28893 2.39889
H -0.16412 -2.03963 2.41499
H -0.31893 2.66494 2.58854
H -1.90017 1.84310 2.38528
H -0.93227 1.58557 3.86768
*
```

Results
HOMO (spin up / spin down): -5.78 / -2.87 eV
<S²>: 9.536
Molecular weight: 353.67 g mol⁻¹
Lowest unoccupied orbital energy (spin up / spin down): 0.07 / 0.26 eV

Entry from the OMol25 dataset: a molecular structure, C8H17F5N2OPt (ωB97M-V/def2-TZVPD).

The geometry in ORCA input format:
```
! RIJCOSX wB97M-V def2-TZVPD def2/J DEFGRID3
* xyz 0 1
Pt 0.33213 -1.05077 0.01041
N 2.41859 -1.12798 0.22600
C 2.75585 -1.57552 1.59406
C 1.70787 -1.00266 2.51356
N 0.37128 -1.41353 2.01165
H 2.87720 -1.71362 -0.46393
H 2.72776 -0.15630 0.07058
H 3.75069 -1.25485 1.90657
H 2.73399 -2.66777 1.60882
H 1.74679 0.08139 2.47337
H 1.87797 -1.31943 3.54537
H -0.36299 -0.82588 2.39775
H 0.15589 -2.38583 2.20807
C -3.63475 -0.73469 -1.16570
C -2.15786 -0.38116 -1.12378
C -1.45833 -0.77005 -2.42842
C -1.98822 1.11828 -0.88021
O -1.59087 -1.14532 -0.06808
H -4.13305 -0.19804 -1.97530
H -4.10918 -0.46492 -0.22207
H -3.76508 -1.80637 -1.32162
H -1.69285 -0.08111 -3.24050
H -1.72300 -1.78416 -2.72975
H -0.35952 -0.73493 -2.29067
H -2.60194 1.69107 -1.57799
H -0.95702 1.43795 -1.01483
H -2.29019 1.36481 0.13851
F 1.34362 1.12361 -1.00759
C 1.79845 1.79927 0.21651
F 0.76913 1.37331 1.13120
C 1.43292 3.28053 -0.07232
F 0.74974 3.83912 0.94185
F 0.70957 3.48968 -1.18938
F 2.56546 3.99585 -0.22214
*
```

Results
HOMO: -7.69 eV
Energy relative to the best compared isomer or geometry (same formula, charge and spin): 62.70 kcal/mol
Molecular weight: 447.30 g mol⁻¹
Lowest unoccupied orbital energy: -0.65 eV